Computed, not measured: a 9-piece molecular cluster, C19H38Cl8O5 overall at a distorted geometry, with ωB97M-V/def2-TZVPD.

CARTESIAN COORDINATES (ANGSTROEM)
C: 21.5456 12.7913 -1.6608
C: 22.6119 12.7524 -0.5161
C: 23.5498 13.9099 -0.4363
O: 22.6038 11.8679 0.3031
H: 21.4539 11.9320 -2.3252
H: 21.6561 13.8004 -2.0579
H: 20.6351 12.7622 -1.0622
H: 24.2157 13.9022 -1.2992
H: 24.1437 13.8184 0.4731
H: 22.8979 14.7756 -0.3188
C: 25.5206 20.3176 -1.3020
C: 24.8199 20.1141 -2.6527
C: 25.0188 18.7386 -3.3225
O: 23.9189 20.8775 -3.0507
H: 25.4121 21.2863 -0.8142
H: 26.5955 20.2155 -1.4513
H: 25.1000 19.5617 -0.6388
H: 24.2306 18.1170 -2.8977
H: 26.0238 18.3307 -3.2144
H: 24.8884 18.8436 -4.3996
C: 15.3130 17.3326 2.0756
C: 14.5427 16.1434 1.4038
C: 15.2740 14.8249 1.1764
O: 13.4121 16.3312 0.9735
H: 14.7655 18.2729 2.0118
H: 16.2421 17.3696 1.5068
H: 15.3392 17.1104 3.1423
H: 14.6039 13.9888 0.9761
H: 15.8720 14.5965 2.0586
H: 15.8819 14.9163 0.2763
C: 30.4382 17.7334 1.7717
C: 29.8772 16.6008 1.0106
C: 30.7240 15.3325 1.1685
O: 28.8728 16.6360 0.2870
H: 31.4920 17.6780 2.0444
H: 29.9107 17.7328 2.7256
H: 30.2302 18.5969 1.1398
H: 30.4518 14.5400 0.4713
H: 30.5607 14.8983 2.1549
H: 31.7392 15.6688 0.9579
C: 26.6936 10.0556 -4.4980
C: 26.9610 9.6901 -5.9258
C: 28.1874 8.8856 -6.2232
O: 26.2758 10.1811 -6.8700
H: 26.2423 9.2611 -3.9038
H: 25.9402 10.8421 -4.4532
H: 27.5656 10.4111 -3.9490
H: 28.3957 8.2995 -5.3281
H: 29.1302 9.3502 -6.5120
H: 27.9532 8.1196 -6.9624
Cl: 17.6136 11.9039 -7.1934
C: 18.9345 10.8684 -7.5037
Cl: 18.4946 9.9406 -9.0137
H: 19.8272 11.4632 -7.6972
H: 19.0360 10.1462 -6.6936
Cl: 26.7618 6.4821 0.2200
C: 26.8436 7.7588 1.4644
Cl: 27.9134 9.0988 0.8423
H: 25.8489 8.1312 1.7092
H: 27.2810 7.3887 2.3916
Cl: 17.8769 6.8620 -3.5851
C: 18.3891 7.5499 -1.9927
Cl: 20.1004 7.6471 -1.7996
H: 17.8389 8.4754 -1.8227
H: 17.9074 6.8295 -1.3316
Cl: 21.9158 15.1674 6.2853
C: 22.2987 14.5784 4.6340
Cl: 20.8991 15.1210 3.6596
H: 23.2290 14.9561 4.2097
H: 22.2774 13.4886 4.6250

Computed properties:
orbital gap	9.5	eV



Computed, not measured: C19H38IrNO4P3 as an isolated structure at a distorted geometry, with ωB97M-V/def2-TZVPD.

CARTESIAN COORDINATES (ANGSTROEM)
P: 3.0198 -0.2214 0.0374
C: 3.7321 -0.3942 1.7004
H: 4.7880 -0.6738 1.5922
H: 3.1785 -1.1694 2.2449
H: 3.6436 0.5598 2.2349
C: 3.2766 -1.8627 -0.7120
H: 3.1608 -1.8060 -1.8010
H: 2.5144 -2.5334 -0.2877
H: 4.2805 -2.2244 -0.4503
C: 4.1526 0.9478 -0.7910
H: 5.1569 0.5065 -0.8516
H: 4.1883 1.8721 -0.1956
H: 3.7790 1.1810 -1.7959
P: -0.9257 3.0304 -0.7353
C: -1.0762 3.6291 0.9717
H: -1.5670 4.6137 0.9637
H: -0.0861 3.7025 1.4331
H: -1.6805 2.8992 1.5220
C: 0.1351 4.2544 -1.5716
H: -0.0265 4.2112 -2.6554
H: 1.1928 4.0450 -1.3483
H: -0.1248 5.2575 -1.2024
C: -2.5946 3.2289 -1.4287
H: -2.7366 4.2830 -1.7011
H: -3.3122 2.9377 -0.6523
H: -2.7400 2.5978 -2.3120
P: -2.4313 -1.6044 0.1840
C: -3.2090 -1.8737 1.7746
H: -3.4365 -2.9456 1.8645
H: -4.1474 -1.3057 1.8385
H: -2.5538 -1.5689 2.6008
C: -3.7037 -1.4002 -1.0681
H: -4.5465 -2.0518 -0.8027
H: -3.3300 -1.6903 -2.0550
H: -4.0481 -0.3564 -1.0994
C: -1.3042 -2.9394 -0.1877
H: -1.8846 -3.8736 -0.1743
H: -0.5114 -2.9785 0.5717
H: -0.8365 -2.8216 -1.1715
Ir: -0.1837 0.7235 -1.3009
C: 0.8696 1.0776 0.2162
O: 1.2627 1.5848 1.2123
C: -1.5624 0.1065 0.1579
O: -2.0376 0.8012 1.0526
C: -1.3766 0.4158 -3.2185
C: -0.8256 -0.8278 -2.8949
C: 0.5489 -0.9632 -2.6928
C: 1.3878 0.1403 -2.8868
C: 0.8527 1.3798 -3.2461
C: -0.5304 1.5109 -3.4372
H: -2.4568 0.5425 -3.2722
H: -1.4788 -1.6808 -2.7477
H: 0.9678 -1.9091 -2.3677
H: 2.4604 0.0340 -2.7477
H: 1.5153 2.2335 -3.3425
H: -0.9467 2.4763 -3.7006
N: 0.1049 -2.6111 5.0828
C: 0.9284 -2.6907 3.8516
C: 0.3552 -1.5645 2.9851
O: -0.4828 -0.8143 3.5708
O: 0.7446 -1.5179 1.7879
H: -0.3735 -1.6656 4.9909
H: 0.6702 -2.7111 5.9274
H: -0.5954 -3.3538 5.0792
H: 1.9780 -2.5166 4.0899
H: 0.8178 -3.6630 3.3674

Computed properties:
multiplicity	6
charge	+4
orbital gap (alpha / beta)	5.5 / 3.8	eV



Computed, not measured: a 5-piece molecular cluster, C19H38O7 overall at a distorted geometry, with ωB97M-V/def2-TZVPD.

CARTESIAN COORDINATES (ANGSTROEM)
C: -18.8243 25.4845 19.3603
O: -19.2530 24.6583 20.4319
C: -20.1417 23.6886 20.2313
O: -20.6117 23.0541 21.1245
O: -20.4449 23.5560 18.9289
C: -21.4626 22.6437 18.5813
H: -18.0680 25.0313 18.7149
H: -18.3510 26.3597 19.8025
H: -19.6507 25.8228 18.7376
H: -22.4499 23.1019 18.6889
H: -21.4396 21.7190 19.1548
H: -21.3611 22.4189 17.5194
C: -16.5381 22.4927 19.2436
C: -17.5007 21.6408 18.4609
C: -17.5733 22.3202 17.0832
O: -16.6427 23.3997 17.1370
C: -15.6732 23.0946 18.1293
H: -16.0479 21.9548 20.0552
H: -17.0724 23.3153 19.7270
H: -18.4799 21.5087 18.9215
H: -17.1212 20.6229 18.3205
H: -18.5764 22.7145 16.9177
H: -17.3123 21.6336 16.2732
H: -15.0955 23.9639 18.4279
H: -14.9788 22.3115 17.7883
C: -17.2206 21.4099 13.0888
C: -15.7247 21.6315 13.3135
C: -15.1380 20.2433 13.2363
O: -15.9471 19.5668 12.2823
C: -17.2845 19.9565 12.5582
H: -17.6464 22.0983 12.3627
H: -17.7234 21.5049 14.0489
H: -15.5443 22.1292 14.2703
H: -15.2393 22.2924 12.5900
H: -15.1973 19.7326 14.2108
H: -14.1034 20.1842 12.9010
H: -17.7734 19.3060 13.2929
H: -17.8510 19.8526 11.6338
C: -19.3532 24.3841 14.2521
C: -20.8757 24.2331 14.2305
C: -21.4103 25.6731 14.2221
O: -20.3051 26.5172 14.5422
C: -19.1497 25.8741 14.0370
H: -18.8627 23.8004 13.4736
H: -18.8777 24.0795 15.1850
H: -21.2542 23.7103 15.1105
H: -21.2000 23.6605 13.3617
H: -22.1711 25.8192 14.9848
H: -21.8095 25.9370 13.2388
H: -18.2628 26.2932 14.5147
H: -19.0059 26.1093 12.9698
C: -14.1910 24.5523 14.7737
C: -15.1110 25.5569 14.0920
C: -14.0582 26.4293 13.3941
O: -12.9143 26.4579 14.2531
C: -12.9814 25.3782 15.1830
H: -13.9185 23.7599 14.0738
H: -14.6148 24.0538 15.6481
H: -15.6692 26.1406 14.8220
H: -15.7412 25.0545 13.3601
H: -14.3581 27.4679 13.2606
H: -13.7996 25.9977 12.4219
H: -13.1377 25.8030 16.1799
H: -12.0790 24.7654 15.2030

Computed properties:
orbital gap	10.0	eV



One value per record, in order, for electronic energy: -130733.5347, -60657.9599, -34649.7152 eV.
One value per record, in order, for relative energy (zero: lowest compared OMol25 entry of this formula, charge and spin): 13.39, 0.00, 0.00 kcal per mole.